Version i
# C22H44N3OP3SeTl

C22H44N3OP3SeTl as an isolated structure (the ωB97M-V functional and the def2-TZVPD basis, OMol25).

Geometry as ORCA input:
```
! wB97M-V def2-TZVPD RIJCOSX def2/J DEFGRID3
* xyz 3 1
C 0.41 3.33 2.85
H -4.11 1.82 1.03
C 0.76 -0.14 3.69
C -0.01 1.88 0.35
C 2.86 -0.92 -3.16
H 2.49 1.74 -4.06
H -4.54 3.18 -3.59
H -4.89 3.04 -1.07
C -1.81 -6.78 0.69
C 1.86 1.67 -3.16
C -4.00 2.49 -2.94
H -2.23 -5.32 2.23
H -0.58 2.92 3.10
H 0.61 -6.44 -1.71
H 4.79 0.99 -2.95
H -3.87 1.07 3.66
H 3.08 1.67 4.44
C 2.54 3.28 0.85
H -0.41 2.81 -0.09
H 1.91 -1.16 -3.66
O -1.32 0.22 -3.44
H 3.94 0.17 3.97
C -3.07 -0.81 3.10
H 3.47 3.21 1.42
H 4.91 0.57 -1.22
H -2.22 -1.51 3.11
C 2.64 -0.79 1.51
H 3.62 -0.62 -3.91
H 2.22 4.33 0.84
H -1.94 0.02 -1.11
C -2.85 1.93 -5.03
C -2.27 0.85 -2.93
H 0.30 4.34 2.43
H 1.86 -1.52 1.25
H -2.60 -7.46 1.00
H 3.44 -1.32 2.03
N -3.06 1.74 -3.59
H -3.07 0.47 0.93
H 1.02 3.39 3.77
H -2.08 0.80 4.09
N -2.59 0.66 -1.58
C 3.43 1.06 3.59
H -0.35 -3.81 1.58
H -0.21 -0.28 3.19
H 0.85 1.34 -3.44
H -3.74 1.62 -5.58
Tl -0.34 -1.72 -1.00
H 2.74 2.96 -0.19
C -1.60 -5.58 1.38
H -4.01 -1.22 2.70
C -0.01 -6.21 -0.84
H 3.05 -0.38 0.57
Se 1.37 -3.72 -0.86
P 2.03 0.51 2.59
N -3.49 1.27 0.46
H 0.60 0.54 4.55
H 4.14 1.65 2.99
H 3.21 -1.80 -2.61
H -0.85 1.32 0.78
C 4.33 1.13 -1.96
C -4.19 2.39 -1.59
P 1.22 2.31 1.60
H 4.33 2.19 -1.69
H -1.13 -8.04 -0.94
C -0.57 -4.71 1.00
H 1.10 -1.11 4.08
C -3.46 1.44 -0.87
P 2.61 0.47 -1.98
H 1.79 2.65 -2.68
C -1.00 -7.09 -0.41
H 0.44 1.29 -0.46
H -2.00 1.33 -5.34
C -2.99 0.42 3.62
H -2.67 2.99 -5.24
C 0.19 -4.98 -0.16
*
```

Kohn-Sham gap = 0.2112 hartree
highest occupied orbital energy = -14.1 eV

In the Mulliken picture, each atom carries the following charge in e:
1 C -1.33
2 H 0.25
3 C -1.06
4 C -0.23
5 C -1.20
6 H 0.47
7 H 0.51
8 H 0.45
9 C -0.49
10 C -1.02
11 C -0.16
12 H 0.37
13 H 0.34
14 H 0.38
15 H 0.44
16 H 0.33
17 H 0.43
18 C -0.96
19 H 0.56
20 H 0.33
21 O -0.60
22 H 0.49
23 C -0.66
24 H 0.38
25 H 0.41
26 H 0.30
27 C -0.51
28 H 0.48
29 H 0.53
30 H -0.71
31 C -1.03
32 C 0.46
33 H 0.50
34 H -0.10
35 H 0.40
36 H 0.55
37 N -0.01
38 H 0.03
39 H 0.43
40 H 0.20
41 N 0.42
42 C -1.37
43 H 0.39
44 H -0.02
45 H 0.11
46 H 0.37
47 Tl 0.88
48 H -0.02
49 C -0.55
50 H 0.36
51 C -0.50
52 H -0.15
53 Se -0.26
54 P 0.88
55 N -0.15
56 H 0.48
57 H 0.43
58 H 0.31
59 H -0.12
60 C -1.39
61 C -1.01
62 P 1.00
63 H 0.37
64 H 0.38
65 C -0.03
66 H 0.53
67 C 0.81
68 P 0.80
69 H 0.35
70 C -0.50
71 H -0.22
72 H 0.31
73 C -0.41
74 H 0.40
75 C 0.17

Version ii
# C22H44N3OP3SeTl

C22H44N3OP3SeTl as an isolated structure (the ωB97M-V functional and the def2-TZVPD basis, OMol25).

Geometry as ORCA input:
```
! wB97M-V def2-TZVPD RIJCOSX def2/J DEFGRID3
* xyz 3 1
H 6.12 5.60 -1.44
H 2.65 0.29 -1.70
H 1.95 -1.92 2.87
H -0.76 -3.36 -5.05
H 6.52 0.69 -2.21
H -1.38 1.31 -6.33
C -1.89 1.10 -5.38
C -0.33 -2.18 -3.29
H 2.73 -0.62 3.82
H 4.31 1.69 -1.70
C -0.78 -2.37 -4.61
C 2.87 -0.25 -0.78
H -0.84 4.84 -0.08
N -0.24 -0.97 -2.76
C 2.35 -0.90 2.83
H 2.53 2.07 1.84
H -1.81 -1.37 -6.24
C 7.46 3.97 -1.93
H 0.49 0.36 4.78
C -3.11 -1.20 1.85
H 2.39 1.85 3.62
H -3.43 -1.97 -1.08
H -3.57 1.88 -0.59
H 2.64 3.17 -1.20
C -2.85 2.67 -0.81
C 6.22 4.53 -1.61
C 7.58 2.58 -2.14
H -0.22 -3.55 1.01
C -2.04 2.86 1.99
H 0.02 3.73 -1.19
H -2.18 -3.26 -1.19
H -2.66 -0.76 2.75
H -2.62 3.79 2.02
O -0.71 1.26 -2.91
H -0.54 -2.71 2.55
N -0.08 -3.25 -2.46
H -0.93 0.83 3.79
H -3.72 -0.43 1.35
H -1.73 -3.88 1.90
Se 3.41 4.45 -0.94
H 0.56 3.87 0.49
C 6.44 1.77 -2.05
C 2.65 -1.57 -0.70
C -2.83 -2.69 -0.51
N -1.28 -0.06 -4.70
H -1.80 1.96 -4.71
H 8.34 4.61 -2.01
C 1.83 1.87 2.67
H -2.68 2.03 2.32
H -1.20 2.94 2.69
H -2.52 2.56 -1.85
C 5.20 2.32 -1.75
H 2.47 -2.21 -1.57
Tl -0.14 0.27 -0.23
P 1.00 0.26 2.41
H 0.05 -4.17 -2.86
H 2.63 -2.06 0.28
H -3.76 -2.04 2.13
C -0.09 0.13 3.87
H 8.55 2.14 -2.38
H -3.51 -3.34 0.05
H -3.32 3.65 -0.65
H 3.26 0.34 0.05
H -2.95 0.91 -5.58
H 3.15 -0.85 2.08
P -1.44 2.52 0.31
H -0.47 -0.90 3.94
H 0.44 -3.05 -1.61
C -0.32 3.87 -0.16
H 1.08 2.68 2.71
P -1.82 -1.77 0.69
C -1.00 -3.10 1.63
C 5.08 3.70 -1.49
C -0.72 0.12 -3.44
C -1.31 -1.29 -5.27
*
```

Kohn-Sham gap = 0.1000 hartree
highest occupied orbital energy = -14.1 eV

In the Mulliken picture, each atom carries the following charge in e:
1 H 0.34
2 H 0.63
3 H 0.34
4 H 0.44
5 H 0.36
6 H 0.36
7 C -1.02
8 C 0.73
9 H 0.49
10 H -0.09
11 C -1.10
12 C -0.78
13 H 0.48
14 N 0.12
15 C -1.34
16 H 0.25
17 H 0.50
18 C -0.56
19 H 0.50
20 C -1.15
21 H 0.51
22 H 0.37
23 H 0.38
24 H -0.10
25 C -1.01
26 C -0.46
27 C -0.54
28 H 0.30
29 C -1.06
30 H 0.33
31 H 0.32
32 H 0.28
33 H 0.51
34 O -0.79
35 H 0.25
36 N -0.27
37 H 0.24
38 H 0.37
39 H 0.48
40 Se 0.08
41 H 0.24
42 C -0.48
43 C -0.71
44 C -1.15
45 N 0.08
46 H 0.28
47 H 0.38
48 C -0.98
49 H 0.32
50 H 0.30
51 H 0.22
52 C 0.37
53 H 0.39
54 Tl 1.09
55 P 0.53
56 H 0.25
57 H 0.13
58 H 0.48
59 C -1.18
60 H 0.38
61 H 0.50
62 H 0.49
63 H 0.55
64 H 0.39
65 H 0.38
66 P 0.65
67 H 0.38
68 H 0.00
69 C -1.16
70 H 0.26
71 P 0.59
72 C -1.09
73 C 0.28
74 C 0.40
75 C -0.28

Most stable structure, least stable structure: version i, version ii.

Version i
# C5H14N2O

A 2-piece molecular cluster, C5H14N2O overall (the ωB97M-V functional and the def2-TZVPD basis, OMol25).

Geometry as ORCA input:
```
! wB97M-V def2-TZVPD RIJCOSX def2/J DEFGRID3
* xyz 0 1
H -2.46 0.60 1.09
H -0.28 -0.57 1.91
H -1.90 0.93 -3.14
N 1.75 0.13 1.35
C 0.69 -1.05 -1.14
H 2.31 0.67 2.01
C 0.31 0.38 1.56
H 1.35 -0.15 -1.48
C -0.35 0.72 0.31
H 0.32 1.40 -0.17
N -0.57 -0.50 -0.57
H 0.35 -1.47 -2.06
O -1.43 0.96 -2.35
H -1.68 2.24 1.09
C -1.80 1.27 0.55
C 1.45 -1.96 -0.15
H 1.50 -1.16 0.74
H -0.03 1.10 2.42
H -1.04 -0.09 -1.31
H -2.10 1.47 -0.46
H 2.46 -2.06 -0.58
H 1.15 -2.86 0.39
*
```

Kohn-Sham gap = 0.1416 hartree
highest occupied orbital energy = -8.0 eV

In the Mulliken picture, each atom carries the following charge in e:
1 H 0.33
2 H 0.35
3 H 0.17
4 N -0.43
5 C -0.59
6 H 0.24
7 C -0.87
8 H 0.27
9 C 0.45
10 H 0.39
11 N -0.50
12 H 0.46
13 O -0.82
14 H 0.41
15 C -1.45
16 C -0.55
17 H 0.14
18 H 0.43
19 H 0.51
20 H 0.41
21 H 0.31
22 H 0.34

Version ii
# C5H14N2O

One molecule with the formula C5H14N2O (the ωB97M-V functional and the def2-TZVPD basis, OMol25).

Geometry as ORCA input:
```
! wB97M-V def2-TZVPD RIJCOSX def2/J DEFGRID3
* xyz 0 1
H 0.10 2.09 0.75
O 1.90 -0.50 -1.30
H -1.22 2.54 -0.25
H 3.63 -0.31 0.56
H -0.02 0.61 -2.13
H -0.03 -1.46 0.11
C 0.00 -0.44 0.50
H -3.09 -0.10 0.05
H 2.50 -1.60 1.05
H -1.26 -0.62 -1.95
H -1.74 1.08 -2.06
H 1.88 -1.47 -1.23
C -0.99 0.39 -1.68
N 1.64 0.05 0.00
H 2.49 -0.02 1.88
C 2.61 -0.50 0.91
H 0.09 -0.31 1.57
H -2.35 0.07 1.66
N -0.76 1.83 0.30
C -0.84 0.54 -0.18
H -2.28 -1.48 0.74
C -2.25 -0.39 0.68
*
```

SMILES = CN(O)CC(C)(C)N
Kohn-Sham gap = 0.3259 hartree
highest occupied orbital energy = -7.9 eV

In the Mulliken picture, each atom carries the following charge in e:
1 H 0.23
2 O -0.44
3 H 0.21
4 H 0.28
5 H 0.38
6 H 0.49
7 C -1.29
8 H 0.40
9 H 0.35
10 H 0.31
11 H 0.44
12 H 0.31
13 C -1.50
14 N -0.22
15 H 0.32
16 C -0.91
17 H 0.43
18 H 0.38
19 N -0.49
20 C 1.33
21 H 0.36
22 C -1.36

Most stable structure, least stable structure: version ii, version i.